The following is a quantum chemistry calculation of the molecule C22H27N3O2 at a distorted geometry, from the Open Molecules 2025 dataset.

```
54
C22H27N3O2, DFT ωB97M-V/def2-TZVPD
C -2.997 -4.461 -0.123
C -1.846 -3.472 -0.689
C -2.426 -1.998 -1.037
C -3.172 -1.438 0.271
N -3.477 -0.093 0.068
C -4.538 0.236 -1.127
C -5.247 1.541 -0.673
C -5.054 1.628 0.825
C -3.547 0.927 0.905
C -2.553 2.031 1.055
N -1.099 1.389 0.970
C -0.372 1.590 -0.088
O -0.530 2.372 -1.234
C 0.923 0.931 0.096
C 0.716 -0.533 0.295
C 1.903 -1.196 0.217
C 1.650 -2.618 0.428
N 1.397 -3.864 0.556
C 3.200 -1.041 0.091
C 4.400 -1.676 0.123
C 5.573 -1.014 -0.260
C 5.691 0.241 -0.040
C 4.668 1.145 -0.198
C 3.247 0.627 0.052
C 2.184 1.408 -0.240
O 2.602 2.714 -0.437
C 1.625 3.768 0.055
H -3.823 -4.513 -0.991
H -2.406 -5.377 -0.164
H -3.415 -4.233 0.838
H -1.656 -3.789 -1.538
H -1.194 -3.319 0.025
H -1.761 -1.496 -1.497
H -3.364 -2.383 -1.891
H -2.228 -1.529 1.047
H -3.993 -1.770 0.498
H -4.005 0.191 -2.049
H -5.142 -0.733 -0.870
H -6.212 1.485 -0.846
H -4.766 2.568 -1.031
H -4.998 2.345 1.250
H -5.642 0.966 1.468
H -3.494 0.476 1.912
H -2.705 2.557 0.018
H -2.651 2.617 1.795
H -0.995 1.029 1.921
H -0.172 -0.931 0.339
H 4.196 -2.718 0.304
H 6.413 -1.964 -0.010
H 6.719 0.520 -0.330
H 4.847 2.293 -0.370
H 2.194 4.710 -0.161
H 0.864 3.880 -0.996
H 1.087 3.599 0.847
```

Calculated values
Frontier orbital gap = 7.3 eV
ΔE to the lowest compared entry with this formula, charge and spin = 476.4 kcal per mole
Structure (SMILES) = CCCCN1CCC[C@@H]1CNC(=O)c1cc(C#N)c2ccccc2c1OC
E = -1168.5943 Eh